Entry 1:
72
Properties=species:S:1:pos:R:3 method="wB97M-V/def2-TZVPD" homo_energy_ev=-0.71 charge=-2 energy_ev=-260384.419 e_above_lowest_kj_mol=228.6
Sn -0.74 -1.38 -1.18
Cl -1.86 0.16 1.62
C -1.05 1.48 2.37
C -1.77 2.41 3.12
C -1.12 3.46 3.74
C 0.26 3.57 3.64
C 0.98 2.65 2.89
C 0.33 1.62 2.23
P 1.22 0.45 1.13
C 2.15 1.60 0.08
C 1.83 2.94 -0.10
C 2.57 3.71 -0.98
C 3.61 3.15 -1.70
C 3.91 1.80 -1.56
C 3.18 1.03 -0.67
C 2.50 -0.04 2.34
C 3.80 0.47 2.35
C 4.72 0.01 3.28
C 4.36 -0.96 4.20
C 3.07 -1.46 4.20
C 2.15 -1.00 3.28
H -2.84 2.30 3.19
H -1.68 4.19 4.30
H 0.78 4.39 4.13
H 2.06 2.74 2.81
H 0.99 3.37 0.41
H 2.33 4.75 -1.11
H 4.18 3.75 -2.40
H 4.70 1.35 -2.14
H 3.39 -0.02 -0.57
H 4.09 1.21 1.63
H 5.72 0.41 3.27
H 5.10 -1.32 4.90
H 2.79 -2.21 4.92
H 1.15 -1.42 3.26
N -2.72 -3.61 1.11
N -2.84 -4.88 0.54
C -2.35 -5.31 -0.63
N -2.44 -6.67 -0.82
S -1.64 -4.39 -1.81
H -1.75 -3.29 1.04
H -3.28 -2.93 0.57
H -3.18 -5.56 1.20
H -3.19 -7.16 -0.35
H -2.26 -6.96 -1.77
O -4.20 2.88 -4.51
C -4.41 1.53 -4.18
C -3.52 1.01 -3.02
C -3.86 1.82 -1.76
O -3.60 3.20 -1.91
C -3.86 -0.47 -2.85
Se -4.09 -1.15 -1.06
C -2.06 1.21 -3.41
Se -0.70 1.35 -1.96
H -4.05 3.32 -3.65
H -4.22 0.95 -5.09
H -5.47 1.38 -3.89
H -3.28 1.43 -0.92
H -4.92 1.71 -1.53
H -2.64 3.29 -1.89
H -3.10 -1.10 -3.32
H -4.82 -0.70 -3.34
H -1.95 2.15 -3.97
H -1.73 0.40 -4.07
S 6.30 -3.57 0.18
C 4.73 -3.19 -0.14
S 4.15 -2.68 -1.69
C 2.46 -2.48 -1.27
C 2.15 -2.75 0.02
S 0.59 -2.73 0.72
S 3.48 -3.25 1.06
S 1.41 -1.94 -2.51



Entry 2:
64
Properties=species:S:1:pos:R:3 method="wB97M-V/def2-TZVPD" homo_energy_ev=-4.01 charge=-1 energy_ev=-43734.091
C -4.23 -7.42 4.25
C -4.32 -6.19 3.38
C -4.08 -6.29 1.99
C -4.08 -5.17 1.16
C -4.21 -3.87 1.67
C -4.04 -2.71 0.74
C -2.67 -1.94 0.02
C -3.07 -0.86 -0.88
C -3.85 0.19 -0.25
O -3.97 0.30 0.97
O -4.62 0.99 -1.03
C -4.35 1.04 -2.46
C -3.13 1.93 -2.75
C -5.63 1.58 -3.10
O -4.16 -0.25 -3.00
C -3.38 -1.20 -2.30
O -3.07 -2.24 -2.81
C -1.68 -1.56 1.07
C -1.27 -0.25 1.43
C -0.68 0.01 2.67
C -0.29 -1.08 3.50
C -0.53 -2.40 3.04
C -1.17 -2.61 1.82
C -0.10 -3.57 3.87
C -0.01 -3.23 5.36
C 0.76 -1.95 5.56
N 0.19 -0.85 4.77
C 0.63 0.48 5.18
C -0.28 1.56 4.62
C -0.41 1.42 3.10
N -5.02 -2.91 -0.41
O -5.61 -1.91 -0.91
O -5.18 -4.06 -0.87
C -4.53 -3.76 3.06
C -4.54 -4.90 3.86
H -4.63 -7.20 5.25
H -4.82 -8.25 3.82
H -3.19 -7.76 4.33
H -3.93 -7.27 1.54
H -4.02 -5.29 0.06
H -4.38 -1.74 1.26
H -2.24 -2.79 -0.61
H -2.23 1.48 -2.32
H -3.02 1.99 -3.85
H -3.29 2.93 -2.34
H -6.44 0.88 -2.87
H -5.87 2.56 -2.69
H -5.49 1.64 -4.18
H -1.44 0.59 0.78
H -1.28 -3.63 1.47
H 0.88 -3.97 3.53
H -0.83 -4.38 3.73
H 0.51 -4.02 5.90
H -1.01 -3.13 5.78
H 1.82 -2.08 5.28
H 0.74 -1.61 6.60
H 0.63 0.48 6.28
H 1.68 0.66 4.86
H -1.27 1.48 5.10
H 0.15 2.53 4.89
H 0.50 1.84 2.63
H -1.25 2.04 2.77
H -4.79 -2.78 3.48
H -4.77 -4.82 4.95



Entry 3:
62
Properties=species:S:1:pos:R:3 method="wB97M-V/def2-TZVPD" homo_energy_ev=-7.81 energy_ev=-39083.527 e_above_lowest_kj_mol=9.0
C 1.98 5.20 -4.25
O 2.82 4.20 -3.68
C 2.42 3.59 -2.57
O 1.41 3.86 -1.97
C 3.40 2.50 -2.15
N 2.70 1.48 -1.41
C 2.51 1.52 0.02
N 1.80 0.29 0.25
C 1.40 -0.05 1.55
C 1.49 -1.38 1.94
C 1.17 -1.76 3.23
C 0.77 -0.81 4.16
C 0.68 0.51 3.78
C 1.00 0.90 2.49
C 0.93 0.07 -0.91
C -0.37 0.91 -0.81
C -1.29 0.62 -2.01
N -1.60 -0.77 -2.19
C -2.74 -1.30 -1.45
C -2.75 -1.13 0.05
C -3.29 0.03 0.56
C -3.31 0.30 1.94
C -2.80 -0.62 2.81
C -2.28 -1.84 2.35
C -1.82 -2.82 3.26
C -1.32 -4.01 2.81
C -1.27 -4.27 1.44
C -1.72 -3.35 0.53
C -2.25 -2.11 0.95
C -0.40 -1.56 -2.30
C 0.57 -1.40 -1.12
C 1.77 0.70 -2.02
O 1.66 0.58 -3.22
H 1.22 5.50 -3.52
H 1.50 4.79 -5.13
H 2.61 6.04 -4.52
H 3.84 2.06 -3.05
H 4.19 2.93 -1.53
H 1.96 2.44 0.30
H 3.47 1.50 0.55
H 1.84 -2.12 1.23
H 1.26 -2.80 3.52
H 0.53 -1.11 5.17
H 0.38 1.26 4.50
H 0.93 1.94 2.22
H -0.86 0.65 0.13
H -0.13 1.97 -0.80
H -2.22 1.19 -1.90
H -0.79 0.96 -2.92
H -2.84 -2.35 -1.73
H -3.62 -0.78 -1.85
H -3.71 0.76 -0.11
H -3.73 1.23 2.29
H -2.80 -0.42 3.88
H -1.87 -2.60 4.31
H -0.97 -4.75 3.51
H -0.87 -5.21 1.09
H -1.67 -3.58 -0.52
H -0.66 -2.61 -2.42
H 0.11 -1.23 -3.21
H 0.11 -1.77 -0.21
H 1.48 -1.97 -1.32



Entry 4:
66
Properties=species:S:1:pos:R:3 method="wB97M-V/def2-TZVPD" homo_energy_ev=-8.89 energy_ev=-53830.973 e_above_lowest_kj_mol=21.4
C -2.97 -5.95 3.78
C -2.13 -5.19 2.80
C -0.76 -5.40 2.71
C 0.01 -4.71 1.79
C -0.59 -3.78 0.95
C 0.21 -3.05 0.00
N 1.54 -3.23 -0.18
N 1.91 -2.40 -1.10
N 0.83 -1.74 -1.47
C 0.86 -0.69 -2.44
C 0.61 0.66 -1.74
O -0.50 1.16 -1.78
N 1.64 1.21 -1.08
C 2.95 0.59 -0.92
C 3.87 0.89 -2.06
C 4.43 0.00 -2.93
C 5.24 0.62 -3.91
C 5.28 1.97 -3.77
S 4.34 2.52 -2.44
C 1.45 2.50 -0.40
C 0.81 2.22 0.98
O 1.46 2.30 2.00
N -0.47 1.85 0.91
C -1.25 1.42 2.06
C -2.53 2.27 2.19
C -3.70 1.28 2.18
C -3.16 0.10 1.37
C -1.73 -0.03 1.87
C 0.72 3.52 -1.24
C -0.10 4.47 -0.64
C -0.71 5.42 -1.44
N -0.56 5.48 -2.75
C 0.23 4.58 -3.32
C 0.89 3.59 -2.61
N -0.24 -2.10 -0.82
C -1.96 -3.56 1.03
C -2.72 -4.26 1.94
H -3.32 -6.88 3.32
H -2.39 -6.22 4.66
H -3.84 -5.38 4.09
H -0.30 -6.12 3.36
H 1.07 -4.88 1.72
H 1.81 -0.71 -2.96
H 0.03 -0.83 -3.14
H 2.87 -0.50 -0.82
H 3.38 0.97 0.02
H 4.28 -1.06 -2.87
H 5.76 0.09 -4.68
H 5.81 2.69 -4.37
H 2.45 2.90 -0.21
H -0.91 1.76 0.00
H -0.59 1.52 2.92
H -2.60 2.94 1.34
H -2.52 2.87 3.10
H -3.92 0.95 3.19
H -4.60 1.71 1.75
H -3.74 -0.81 1.52
H -3.16 0.34 0.30
H -1.09 -0.58 1.18
H -1.72 -0.55 2.83
H -0.25 4.48 0.43
H -1.36 6.17 -1.02
H 0.34 4.66 -4.39
H 1.53 2.89 -3.13
H -2.42 -2.84 0.36
H -3.79 -4.08 2.00



Entry 5:
72
Properties=species:S:1:pos:R:3 method="wB97M-V/def2-TZVPD" homo_energy_ev=-8.81 energy_ev=-78244.724
O -2.29 2.63 2.30
C -1.78 2.75 1.25
C -0.99 1.79 0.41
C -1.73 1.90 -0.94
C -0.66 1.82 -2.09
C 0.47 0.79 -1.89
C 1.81 1.40 -1.51
N 2.90 0.53 -1.92
C 4.20 1.07 -1.50
C 4.63 0.71 -0.10
C 4.19 -0.42 0.58
C 4.58 -0.71 1.88
C 5.45 0.15 2.55
C 5.93 1.27 1.89
C 5.53 1.55 0.59
O 6.09 2.66 0.00
C -2.82 0.87 -1.24
S -2.83 -0.58 -0.22
O -4.14 -1.18 -0.38
O -1.70 -1.41 -0.52
C -2.22 3.38 -0.85
S -4.03 3.68 -1.05
O -1.87 3.87 0.47
H -0.06 2.32 0.26
H -0.77 0.82 0.82
H -1.16 1.57 -3.02
H -0.21 2.80 -2.25
H 0.19 -0.01 -1.21
H 0.64 0.31 -2.85
H 1.91 2.36 -2.02
H 1.83 1.59 -0.43
H 2.75 -0.37 -1.50
H 4.97 0.81 -2.23
H 4.10 2.15 -1.56
H 3.52 -1.10 0.08
H 4.21 -1.60 2.36
H 5.73 -0.06 3.57
H 6.61 1.95 2.37
H 5.46 3.08 -0.60
H -2.73 0.45 -2.23
H -3.83 1.26 -1.14
H -2.79 -0.12 1.06
H -1.76 4.08 -1.53
H -4.30 3.97 0.22
O -0.47 -2.18 6.88
C 0.67 -1.97 6.52
C 1.55 -2.99 5.96
C 2.80 -2.66 5.61
O 3.66 -3.52 5.09
C 3.33 -1.26 5.78
O 4.49 -1.06 5.44
C 2.45 -0.24 6.32
C 1.20 -0.57 6.67
O 0.34 0.30 7.17
H 1.15 -3.99 5.84
H 4.49 -3.03 4.94
H 2.84 0.76 6.42
H -0.49 -0.20 7.33
O -6.22 -4.40 -6.25
C -5.73 -3.44 -5.70
C -6.29 -2.80 -4.52
C -5.68 -1.73 -3.99
O -6.14 -1.12 -2.91
C -4.43 -1.15 -4.59
O -3.95 -0.16 -4.07
C -3.86 -1.80 -5.75
C -4.46 -2.87 -6.28
O -4.00 -3.52 -7.34
H -7.19 -3.23 -4.10
H -5.51 -0.40 -2.70
H -2.95 -1.38 -6.17
H -4.63 -4.25 -7.51



Entry 6:
63
Properties=species:S:1:pos:R:3 method="wB97M-V/def2-TZVPD" homo_energy_ev="-11.86 / -11.86" charge=+2 energy_ev=-59909.935
C -2.15 2.44 -2.82
C -1.90 1.08 -2.73
C -0.53 0.65 -2.74
C 0.52 1.57 -2.50
C 0.22 2.93 -2.58
C -1.09 3.36 -2.80
C 1.81 1.03 -1.98
C 2.05 -0.39 -2.40
C 0.90 -1.20 -2.61
C 0.96 -2.62 -2.41
C 2.21 -3.21 -2.29
C 3.38 -2.42 -2.31
C 3.29 -1.03 -2.32
H -3.20 2.76 -2.89
H 1.03 3.65 -2.49
H -1.32 4.42 -2.89
H 2.66 1.70 -2.17
H 2.24 -4.29 -2.17
H 4.34 -2.92 -2.23
H 4.19 -0.41 -2.28
N -0.32 -0.68 -2.85
Pb 1.92 0.88 1.37
C -2.91 0.01 -2.41
H -2.79 -0.84 -3.09
H -3.94 0.38 -2.43
C -0.36 -3.29 -2.15
H -1.09 -3.01 -2.93
H -0.28 -4.38 -2.07
P -2.53 -0.65 -0.70
P -1.10 -2.64 -0.56
C 0.30 -2.81 0.58
H 0.10 -2.36 1.56
H 0.52 -3.88 0.71
H 1.20 -2.34 0.15
C -2.26 -3.93 -0.02
H -1.74 -4.90 0.00
H -2.62 -3.70 0.99
H -3.12 -4.00 -0.70
C -2.32 0.86 0.30
H -2.91 1.68 -0.15
H -2.68 0.69 1.32
H -1.28 1.21 0.34
C -4.12 -1.34 -0.19
H -4.14 -1.41 0.90
H -4.93 -0.67 -0.53
H -4.27 -2.33 -0.62
C -0.14 -0.08 2.73
O -1.12 -0.33 3.26
H 1.70 1.00 -0.66
O 0.73 4.86 2.22
C 1.15 3.71 2.22
O 1.05 2.87 1.19
C 1.79 3.09 3.44
C 2.98 2.33 3.37
C 3.27 1.44 4.43
C 2.51 1.49 5.59
C 1.45 2.40 5.71
C 1.05 3.16 4.61
H 3.72 2.56 2.60
H 4.11 0.74 4.34
H 2.76 0.84 6.43
H 0.91 2.53 6.66
H 0.15 3.78 4.63



Entry 7:
77
Properties=species:S:1:pos:R:3 method="wB97M-V/def2-TZVPD" homo_energy_ev=-11.01 charge=+2 energy_ev=-180064.523
C -5.52 1.01 1.47
S -4.50 -0.54 1.56
O -3.83 -0.68 2.86
O -5.47 -1.64 1.44
C -3.24 -0.40 0.26
C -2.28 0.74 0.41
Br -2.33 1.97 1.93
C -1.27 0.95 -0.62
C -1.14 0.03 -1.77
C -2.08 -1.12 -1.95
S -1.82 -2.08 -3.43
O -0.41 -2.45 -3.60
O -2.14 -1.22 -4.57
C -2.77 -3.63 -3.77
F -4.06 -3.29 -4.13
F -2.73 -4.64 -2.83
F -2.25 -4.17 -4.90
C -3.08 -1.30 -0.89
C -4.05 -2.50 -0.94
C -3.62 -3.51 0.22
C -2.15 -4.15 0.00
C -2.32 -5.75 -0.14
O -1.85 -6.46 0.99
C 0.04 0.41 -2.72
O 0.04 0.48 -3.91
C 1.37 0.82 -1.97
C 2.71 0.37 -2.36
P 3.05 -0.77 -3.80
O 2.52 -0.11 -5.25
O 2.42 -2.32 -3.53
C 3.85 0.90 -1.58
C 3.71 1.84 -0.46
C 5.02 2.35 0.26
C 5.55 3.64 -0.49
N 4.83 4.88 -0.10
C 2.36 2.27 -0.05
C 2.18 3.26 1.15
C 1.83 2.42 2.47
C 3.09 2.31 3.43
C 2.69 2.63 4.93
O 1.47 1.93 5.32
C 0.48 2.85 5.63
O -0.07 2.89 6.69
C 1.23 1.75 -0.82
C -0.25 2.16 -0.50
O -0.58 3.29 -0.25
H -4.94 1.78 0.88
H -5.72 1.38 2.52
H -6.45 0.75 0.91
H -4.12 -3.09 -1.88
H -5.09 -2.09 -0.77
H -3.55 -3.00 1.22
H -4.45 -4.28 0.32
H -1.56 -4.02 0.95
H -1.59 -3.70 -0.85
H -3.39 -6.06 -0.35
H -1.74 -6.06 -1.06
H -0.99 -6.83 0.72
H 3.10 -0.52 -5.92
H 2.57 -2.52 -2.59
H 4.89 0.60 -1.85
H 5.79 1.55 0.06
H 4.85 2.52 1.35
H 5.40 3.51 -1.61
H 6.65 3.80 -0.35
H 5.46 5.50 0.43
H 4.62 5.43 -0.94
H 1.40 4.04 0.92
H 3.13 3.83 1.34
H 1.55 1.39 2.13
H 0.97 2.95 2.97
H 3.91 3.02 3.16
H 3.53 1.28 3.41
H 2.62 3.73 5.13
H 3.50 2.25 5.61
H 0.12 3.58 4.84
Ca -5.11 -6.14 -0.38



What did the sixth record say?
63
Properties=species:S:1:pos:R:3 method="wB97M-V/def2-TZVPD" homo_energy_ev="-11.86 / -11.86" charge=+2 energy_ev=-59909.935
C -2.15 2.44 -2.82
C -1.90 1.08 -2.73
C -0.53 0.65 -2.74
C 0.52 1.57 -2.50
C 0.22 2.93 -2.58
C -1.09 3.36 -2.80
C 1.81 1.03 -1.98
C 2.05 -0.39 -2.40
C 0.90 -1.20 -2.61
C 0.96 -2.62 -2.41
C 2.21 -3.21 -2.29
C 3.38 -2.42 -2.31
C 3.29 -1.03 -2.32
H -3.20 2.76 -2.89
H 1.03 3.65 -2.49
H -1.32 4.42 -2.89
H 2.66 1.70 -2.17
H 2.24 -4.29 -2.17
H 4.34 -2.92 -2.23
H 4.19 -0.41 -2.28
N -0.32 -0.68 -2.85
Pb 1.92 0.88 1.37
C -2.91 0.01 -2.41
H -2.79 -0.84 -3.09
H -3.94 0.38 -2.43
C -0.36 -3.29 -2.15
H -1.09 -3.01 -2.93
H -0.28 -4.38 -2.07
P -2.53 -0.65 -0.70
P -1.10 -2.64 -0.56
C 0.30 -2.81 0.58
H 0.10 -2.36 1.56
H 0.52 -3.88 0.71
H 1.20 -2.34 0.15
C -2.26 -3.93 -0.02
H -1.74 -4.90 0.00
H -2.62 -3.70 0.99
H -3.12 -4.00 -0.70
C -2.32 0.86 0.30
H -2.91 1.68 -0.15
H -2.68 0.69 1.32
H -1.28 1.21 0.34
C -4.12 -1.34 -0.19
H -4.14 -1.41 0.90
H -4.93 -0.67 -0.53
H -4.27 -2.33 -0.62
C -0.14 -0.08 2.73
O -1.12 -0.33 3.26
H 1.70 1.00 -0.66
O 0.73 4.86 2.22
C 1.15 3.71 2.22
O 1.05 2.87 1.19
C 1.79 3.09 3.44
C 2.98 2.33 3.37
C 3.27 1.44 4.43
C 2.51 1.49 5.59
C 1.45 2.40 5.71
C 1.05 3.16 4.61
H 3.72 2.56 2.60
H 4.11 0.74 4.34
H 2.76 0.84 6.43
H 0.91 2.53 6.66
H 0.15 3.78 4.63